(1)
Entry from the Open Molecules 2025 dataset: a structure of composition C33H53AsCuNO3S (ωB97M-V/def2-TZVPD).

Geometry as XYZ:
```
93
Properties=species:S:1:pos:R:3:forces:R:3
Cu 1.185203 -0.328525 0.426628 0.3 -0.2 0.0
C 1.617699 0.190694 2.675990 0.0 0.0 0.0
C 0.652199 -0.825822 2.678256 -0.1 0.0 0.0
C -0.478428 -0.318302 1.907684 0.0 0.0 0.0
C -0.151734 1.022949 1.531142 -0.1 0.0 0.0
C 1.147613 1.332969 1.958045 0.0 0.1 0.1
C 1.840744 2.677171 1.884170 0.0 0.0 0.0
C 1.320768 3.493897 0.701947 0.0 0.0 0.0
C 1.527701 3.428571 3.188371 0.0 0.0 0.0
C 3.356948 2.526692 1.743853 0.0 0.0 0.0
C -1.901496 -0.832852 1.652339 0.0 0.0 0.0
C -2.044449 -2.333764 1.379446 0.0 0.0 0.0
C -2.499889 -0.128489 0.422024 0.0 0.0 0.0
C -2.765531 -0.447130 2.866277 0.0 0.0 0.0
C 0.912314 -2.164464 3.371161 0.0 0.0 0.0
C 2.237212 -2.105284 4.146835 0.0 0.0 0.0
C -0.165952 -2.479179 4.417799 0.0 0.0 0.0
C 1.062679 -3.305366 2.354231 0.0 0.0 0.0
H 2.587737 0.127476 3.137792 0.0 0.0 0.0
H -0.790261 1.678562 0.961433 0.0 0.0 0.0
H 0.241867 3.650201 0.765372 0.0 0.0 0.0
H 1.548941 2.987363 -0.237726 0.0 0.0 0.0
H 1.804632 4.474565 0.684608 0.0 0.0 0.0
H 0.450246 3.563434 3.307687 0.0 0.0 0.0
H 2.004086 4.413376 3.184155 0.0 0.0 0.0
H 1.896550 2.872001 4.052763 0.0 0.0 0.0
H 3.623061 2.034193 0.808108 0.0 0.0 0.0
H 3.780254 1.948690 2.568916 0.0 0.0 0.0
H 3.824686 3.515313 1.760780 0.0 0.0 0.0
H -1.452804 -2.635160 0.516832 0.0 0.0 0.0
H -3.094875 -2.546077 1.160880 0.0 0.0 0.0
H -1.761624 -2.957115 2.221948 0.0 0.0 0.0
H -1.866569 -0.276754 -0.453364 0.0 0.0 0.0
H -2.635459 0.941488 0.580463 0.0 0.0 0.0
H -3.482794 -0.556405 0.208397 0.0 0.0 0.0
H -2.412173 -0.918223 3.783581 0.0 0.0 0.0
H -3.802901 -0.753148 2.700511 0.0 0.0 0.0
H -2.744436 0.634667 3.015408 0.0 0.0 0.0
H 2.230079 -1.313110 4.898834 0.0 0.0 0.0
H 3.086740 -1.949340 3.480709 0.0 0.0 0.0
H 2.390365 -3.058514 4.658184 0.0 0.0 0.0
H -0.220704 -1.674635 5.155767 0.0 0.0 0.0
H 0.089283 -3.404775 4.941376 0.0 0.0 0.0
H -1.155141 -2.605599 3.990125 0.0 0.0 0.0
H 1.932686 -3.123351 1.719083 0.0 0.0 0.0
H 0.213760 -3.415066 1.688854 0.0 0.0 0.0
H 1.218926 -4.255557 2.874825 0.0 0.0 0.0
C -1.975930 2.287376 -3.390236 0.0 0.0 0.0
As -1.821455 3.250581 -1.689119 0.0 0.0 0.0
C -0.459388 4.539731 -2.265247 0.0 0.0 0.0
C -3.365123 4.441024 -1.960103 0.0 0.0 0.0
H -2.132326 2.981627 -4.217277 0.0 0.0 0.0
H -2.812139 1.590228 -3.335885 0.0 0.0 0.0
H -1.061593 1.720419 -3.562606 0.0 0.0 0.0
H -0.732499 4.985122 -3.223265 0.0 0.0 0.0
H 0.501366 4.035837 -2.357039 0.0 0.0 0.0
H -0.364017 5.323889 -1.514096 0.0 0.0 0.0
H -3.323737 4.916123 -2.941508 0.0 0.0 0.0
H -3.366500 5.210759 -1.188200 0.0 0.0 0.0
H -4.289519 3.869555 -1.876014 0.0 0.0 0.0
C 4.509689 -1.123770 0.809536 0.0 0.0 0.0
C 4.104128 -0.209451 -0.299547 0.0 0.0 0.0
C 4.913006 0.458509 -1.196148 0.0 0.0 0.0
C 4.050597 1.164558 -2.075476 0.0 0.0 0.0
C 2.763082 0.871501 -1.676155 0.0 0.0 0.0
C 1.471471 1.210621 -2.348351 0.0 0.0 0.0
N 2.792990 0.051586 -0.582127 0.0 0.0 0.0
H 5.596239 -1.218478 0.835476 0.0 0.0 0.0
H 4.087168 -2.124771 0.677165 0.0 0.0 0.0
H 4.182960 -0.756118 1.785181 0.0 0.0 0.0
H 5.992834 0.426976 -1.217066 0.0 0.0 0.0
H 4.328177 1.771749 -2.924949 0.0 0.0 0.0
H 1.102857 0.353479 -2.921511 0.0 0.0 0.0
H 1.604720 2.049563 -3.035303 0.0 0.0 0.0
H 0.689805 1.478459 -1.626299 0.0 0.0 0.0
C -4.861755 -2.885952 -4.715062 0.0 0.0 0.0
C -3.568832 -2.838948 -3.944878 0.0 0.0 0.0
C -2.881643 -1.640361 -3.774327 0.0 0.0 0.0
C -1.678524 -1.598385 -3.087449 0.0 0.0 0.0
C -1.143539 -2.763865 -2.559774 0.0 -0.1 0.0
C -1.816738 -3.965148 -2.714636 0.0 0.0 0.0
C -3.021454 -3.997161 -3.402198 0.0 0.0 0.0
S 0.427823 -2.730118 -1.716119 0.1 -0.1 0.0
O 0.506355 -3.972948 -0.978309 0.0 0.0 0.0
O 1.427183 -2.517536 -2.732417 0.0 0.0 0.0
O 0.251328 -1.560928 -0.815913 -0.2 0.1 -0.1
H -5.332691 -1.903471 -4.754597 0.0 0.0 0.0
H -5.567025 -3.583606 -4.261420 0.0 0.0 0.0
H -4.692238 -3.213349 -5.743712 0.0 0.0 0.0
H -3.296863 -0.725670 -4.183714 0.0 0.0 0.0
H -1.152487 -0.661751 -2.949011 0.0 0.0 0.0
H -1.394766 -4.861086 -2.279095 0.0 0.0 0.0
H -3.548740 -4.938657 -3.513724 0.0 0.0 0.0
```
Positions in Å, forces in eV/Å.

The spin multiplicity is 2. Its relative energy (zero: lowest compared OMol25 entry of this formula, charge and spin) is 0.0 kcal per mole. The total charge is -1. As for the highest occupied orbital energy (spin up / spin down): -0.149 / -0.149 Eh. The lowest unoccupied orbital energy (spin up / spin down) is 2.5381 / 2.4781 eV. The expectation value of S² is 0.756.

---

(2)
Entry from the Open Molecules 2025 dataset: a cluster of 12 separate species, C44H46F5N7 in total in a non-equilibrium geometry (ωB97M-V/def2-TZVPD).

Geometry as XYZ:
```
102
Properties=species:S:1:pos:R:3:forces:R:3
F -1.481451 -5.185965 1.766451 -0.1 -0.1 0.4
C -1.139872 -4.888592 0.508236 -0.1 -0.1 -2.1
C -0.739908 -3.580197 0.183409 -0.8 -1.1 0.7
C -0.432289 -3.317031 -1.128955 0.7 -1.4 -1.6
C -0.368339 -4.388472 -2.067480 -0.6 0.7 0.6
C -0.777731 -5.681728 -1.743686 0.3 1.4 -0.4
C -1.258501 -5.911295 -0.477240 0.8 0.3 2.0
H -0.746884 -2.835509 0.965580 0.2 0.2 -0.1
H -0.143860 -2.338858 -1.484469 0.0 0.3 0.4
H -0.098595 -4.207708 -3.097517 0.2 0.3 0.0
H -0.675322 -6.422587 -2.522812 -0.3 -0.4 0.2
H -1.495272 -6.910922 -0.143938 -0.3 0.0 0.1
F -6.469964 -0.451738 -4.089408 0.1 -0.2 0.1
C -5.159883 -0.493549 -3.754244 1.7 1.2 0.6
C -4.490878 0.739527 -3.534382 -0.1 -0.1 -0.2
C -3.115844 0.835023 -3.255152 -0.9 -2.8 -0.7
C -2.441325 -0.414934 -3.211926 -0.2 -0.8 0.1
C -3.100225 -1.684702 -3.336049 -0.7 2.5 0.0
C -4.484468 -1.695733 -3.611380 0.4 0.1 -0.2
H -5.032378 1.667964 -3.640176 -0.4 0.0 0.0
H -2.615086 1.789299 -3.184600 0.0 -0.1 0.1
H -1.366524 -0.452487 -3.113008 0.1 0.2 0.2
H -2.559325 -2.611104 -3.211158 0.1 0.0 -0.1
H -5.019102 -2.619809 -3.774644 -0.1 -0.1 0.1
F -1.966139 2.699662 0.912644 -0.1 -0.5 -0.8
C -2.882300 3.159444 0.029947 -0.6 1.1 1.4
C -2.518617 3.671102 -1.194476 1.0 0.2 -0.1
C -3.378646 4.483939 -1.939430 1.7 -1.2 -0.5
C -4.581622 4.790820 -1.452853 -1.9 -0.3 1.3
C -4.963370 4.301151 -0.173837 -0.1 -1.1 -1.0
C -4.164254 3.394987 0.560114 -0.6 1.8 -1.4
H -1.499907 3.538152 -1.527600 0.1 -0.2 0.0
H -3.124546 4.806307 -2.938378 0.4 0.0 0.0
H -5.261130 5.252640 -2.153850 -0.4 0.5 0.5
H -5.991513 4.484027 0.101627 0.0 0.1 0.5
H -4.548228 3.062331 1.513160 0.5 -0.3 0.1
F -8.010908 -3.260061 -0.390755 1.1 0.8 0.6
C -6.819476 -2.708886 0.032858 2.9 0.4 0.2
C -5.900570 -3.489812 0.817001 -2.6 -0.2 -0.9
C -4.636746 -3.072806 1.121120 -0.1 1.2 -0.5
C -4.179450 -1.822028 0.674383 -1.1 -0.2 0.1
C -5.042127 -0.972749 -0.071790 -0.6 -1.5 0.3
C -6.361794 -1.427709 -0.415885 -0.2 -2.1 1.0
H -6.237147 -4.440533 1.203334 -0.1 -0.2 -0.1
H -4.004538 -3.702213 1.729850 0.1 0.0 0.0
H -3.182303 -1.647820 1.050853 0.2 1.0 -0.6
H -4.720309 -0.009822 -0.440045 0.1 0.1 0.0
H -7.119836 -0.943312 -1.013489 0.5 0.8 -0.2
F 2.147910 2.310545 -1.838450 1.1 1.0 -1.1
C 1.725895 1.441507 -0.936344 -2.5 -1.2 2.8
C 2.547965 1.002352 0.129045 2.0 1.4 -2.7
C 2.058974 0.215691 1.147251 -0.8 -0.6 0.6
C 0.755168 -0.143062 1.034719 -2.6 -1.6 1.1
C -0.135442 0.151185 -0.000128 1.4 1.0 0.0
C 0.364986 1.135784 -0.903685 0.2 0.1 -1.0
H 3.595133 1.266417 0.118549 0.3 0.2 -0.2
H 2.676588 -0.197877 1.930782 0.1 0.2 -0.1
H 0.273763 -0.715164 1.814045 0.4 -0.4 0.5
H -1.191992 -0.070019 -0.034388 0.0 -0.2 0.4
H -0.385974 1.534199 -1.569816 0.5 0.3 -0.6
C 3.349876 -0.355955 4.846358 -1.2 -0.1 0.0
C 1.927945 0.043095 5.101081 3.3 -0.6 -0.3
N 0.892775 0.358188 5.430731 -2.2 0.6 0.5
H 4.048371 0.449145 5.074427 -0.2 0.1 -0.2
H 3.419251 -0.677703 3.807243 0.3 0.0 0.1
H 3.584205 -1.187423 5.511084 0.0 -0.1 -0.1
C 2.127333 3.552517 2.769436 -0.7 -1.0 0.0
C 2.909967 4.730310 2.849441 -1.4 -1.4 0.1
N 3.572767 5.629181 2.966791 2.1 2.9 0.2
H 1.670870 3.310041 3.729091 0.1 0.0 0.1
H 2.822461 2.758885 2.495475 -0.6 -0.3 -0.3
H 1.311593 3.671814 2.056385 0.2 -0.3 -0.2
C 5.651377 2.675865 2.551307 1.1 -1.5 0.1
C 6.712461 2.053650 3.378287 3.1 -2.0 2.7
N 7.538963 1.534779 4.068636 -3.5 2.2 -3.0
H 4.764488 2.720508 3.183378 0.2 0.9 -0.2
H 5.428108 1.950371 1.769056 -0.1 -0.1 -0.1
H 6.089558 3.532430 2.039068 -0.7 0.4 0.5
C 2.858038 0.832718 -5.251896 -1.3 0.4 0.7
C 1.439726 0.921902 -4.710599 -0.3 -0.8 -0.4
N 0.363525 0.971221 -4.274755 1.7 0.1 -0.8
H 3.185833 1.868976 -5.169268 0.7 -0.2 0.2
H 3.017107 0.509730 -6.280722 -0.9 0.1 -0.1
H 3.423110 0.103416 -4.671443 0.0 0.5 0.4
C 5.577910 1.353939 -2.627375 -0.8 0.2 0.2
C 6.481436 1.859685 -1.566441 -1.0 -1.7 -2.2
N 7.224669 2.234197 -0.793872 0.9 0.6 1.3
H 5.965048 0.932524 -3.555076 1.0 0.8 0.1
H 4.908244 2.189702 -2.830204 -0.1 -0.1 -0.3
H 4.943744 0.510406 -2.354643 -0.1 0.2 1.1
C 8.004539 -1.173578 1.187924 -0.6 0.6 0.1
C 6.520793 -1.197785 1.077294 0.8 -0.2 0.3
N 5.372515 -1.214917 1.120359 0.2 0.1 -0.1
H 8.246387 -0.370229 1.883809 0.0 0.0 0.1
H 8.489562 -0.892182 0.253213 -0.2 -0.3 -0.1
H 8.406343 -2.097061 1.604851 -0.2 0.0 -0.3
C -2.119728 -1.648415 4.751263 0.5 -0.1 0.9
C -0.947366 -2.285906 4.091189 1.6 -0.6 -1.8
N -0.057775 -2.787517 3.503060 -2.6 1.4 2.0
H -2.978455 -2.319720 4.758210 0.1 0.1 -0.2
H -2.399723 -0.633442 4.469254 0.2 -0.3 -1.1
H -1.872321 -1.434626 5.791062 0.3 -0.5 0.2
```
Positions in Å, forces in eV/Å.

The spin multiplicity is 2. The total charge is -1. As for the highest occupied orbital energy (spin up / spin down): 0.004 / -0.187 Eh. The lowest unoccupied orbital energy (spin up / spin down) is 2.4357 / 2.2937 eV. The expectation value of S² is 0.758.

---

(3)
Entry from the Open Molecules 2025 dataset: an isolated molecule of C4H2Br2NO2P in a non-equilibrium geometry (ωB97M-V/def2-TZVPD).

Geometry as XYZ:
```
12
Properties=species:S:1:pos:R:3:forces:R:3
C -0.934175 0.789563 -1.086631 0.5 2.9 0.2
C -0.008742 1.605444 -0.516135 0.3 -4.1 0.9
C -1.216923 -0.538898 -0.747846 1.2 -0.9 0.8
C 1.013658 0.991794 0.445888 -0.4 -1.0 0.5
N 0.566525 -0.249146 0.680421 -1.7 0.7 -1.2
O -1.735614 -1.556625 -0.782478 0.5 1.3 0.1
O 2.003783 1.531552 0.899214 -0.3 0.7 -0.5
P 1.173800 -1.450059 1.545081 0.9 -1.1 0.0
Br 1.407667 -2.872647 -0.279391 0.2 -0.1 0.3
Br -0.749107 -2.251419 2.317000 -0.4 -0.3 0.4
H -1.529714 1.405756 -1.729485 -1.1 -0.8 -0.7
H 0.008841 2.594685 -0.745638 0.2 2.8 -0.8
```
Positions in Å, forces in eV/Å.

Its relative energy (zero: lowest compared OMol25 entry of this formula, charge and spin) is 46.9 kcal per mole. The total charge is 0. As for the highest occupied orbital energy: -0.332 Eh. The lowest unoccupied orbital energy is -2.3549 eV.

---

(4)
Entry from the Open Molecules 2025 dataset: an isolated molecule of C3H5N3OS in a non-equilibrium geometry (ωB97M-V/def2-TZVPD).

Geometry as XYZ:
```
13
Properties=species:S:1:pos:R:3:forces:R:3
C -1.298475 -0.893195 0.090171 -0.8 -0.2 0.5
C -0.469394 -0.200863 1.218706 0.9 0.2 2.0
C 0.884151 0.957978 -0.402338 3.4 5.0 -0.7
H -2.761792 -1.804753 1.086502 0.5 0.9 -0.4
H -0.476048 -0.749492 2.125800 -0.2 -1.7 0.6
H -0.651289 0.813762 1.841702 -0.2 -1.6 -2.8
H -0.299968 1.174696 -1.900603 -0.8 -0.2 1.6
H -1.164728 -0.710927 -2.039055 0.2 -0.6 1.7
N -2.408149 -1.495272 0.166312 0.8 -0.7 -0.1
N -0.472482 0.774982 -0.922991 4.1 2.2 -3.7
N -0.584867 -0.670633 -1.159037 -2.5 0.8 0.5
O 1.672144 1.966886 -0.595990 -4.1 -4.2 -0.1
S 1.346092 -0.244089 0.726522 -1.2 -0.1 1.0
```
Positions in Å, forces in eV/Å.

Its relative energy (zero: lowest compared OMol25 entry of this formula, charge and spin) is 90.3 kcal per mole. As for the SMILES: [H]/N=C1\CSC(=O)NN1. The total charge is 0. As for the highest occupied orbital energy: -0.339 Eh. The lowest unoccupied orbital energy is 0.4932 eV.

---

no.,electronic energy (hartree)
1,-5844.25152
2,-2586.66414
3,-5848.21489
4,-754.89522